--- one ---
Below is a cluster of 2 separate species, CH6OS2 in total, with properties calculated with wB97M-V/def2-TZVPD.

Structure (ORCA input):
```
! wB97M-V def2-TZVPD RIJCOSX def2/J DEFGRID3
* xyz 0 1
S -0.612 -1.575 -0.605
S -1.410 -1.443 1.314
C 0.120 -1.800 2.139
H 0.182 -0.483 -0.592
H 0.112 -1.332 3.138
H 0.931 -1.345 1.544
H 0.331 -2.876 2.255
O 0.145 3.601 -2.664
H 0.088 4.404 -3.231
H 0.113 2.849 -3.297
*
```

Results
gap between HOMO and LUMO: 9.28 eV
E_HOMO: -8.859 eV
lowest unoccupied orbital energy: 0.42 eV
SMILES: CSS.O



--- two ---
Below is a cluster of 2 separate species, CH6OS2 in total, with properties calculated with wB97M-V/def2-TZVPD.

Structure (ORCA input):
```
! wB97M-V def2-TZVPD RIJCOSX def2/J DEFGRID3
* xyz 0 1
C -0.680 2.521 1.080
S 0.177 1.226 0.078
S -1.013 1.131 -1.524
H -0.586 3.548 1.018
H -0.378 2.161 2.036
H -1.714 2.516 1.355
H -2.095 0.451 -1.264
H 3.047 -6.315 1.654
H 1.563 -5.889 1.914
O 2.201 -6.163 1.243
*
```

Results
gap between HOMO and LUMO: 9.80 eV
E_HOMO: -9.136 eV
lowest unoccupied orbital energy: 0.66 eV
SMILES: CSS.O



Winner for stability: one



--- one ---
Below is a cluster of 2 separate species, C5H7N in total, with properties calculated with wB97M-V/def2-TZVPD.

Structure (ORCA input):
```
! wB97M-V def2-TZVPD RIJCOSX def2/J DEFGRID3
* xyz 0 1
N 2.397 0.689 1.365
C 1.968 -0.157 0.699
C 1.447 -1.194 -0.150
C 0.219 -1.685 0.006
C -1.744 0.989 0.162
C -0.770 1.570 -0.529
H 2.105 -1.534 -0.943
H -0.165 -2.446 -0.666
H -0.443 -1.326 0.787
H -2.623 0.571 -0.323
H -1.695 0.899 1.245
H 0.116 1.969 -0.040
H -0.811 1.654 -1.612
*
```

Results
gap between HOMO and LUMO: 10.48 eV
E_HOMO: -10.061 eV
lowest unoccupied orbital energy: 0.42 eV
SMILES: C=CC#N.C=C



--- two ---
Below is an isolated molecule of C5H7N, with properties calculated with wB97M-V/def2-TZVPD.

Structure (ORCA input):
```
! wB97M-V def2-TZVPD RIJCOSX def2/J DEFGRID3
* xyz 0 1
C 0.111 0.212 1.419
C -0.909 0.323 0.353
C 0.466 0.901 0.118
C 0.589 -0.007 -1.134
N 0.582 -1.413 -0.866
C -0.683 -0.691 -0.810
H -0.011 0.909 2.244
H 0.490 -0.758 1.735
H -1.825 0.899 0.404
H 0.776 1.940 0.117
H 0.853 0.393 -2.103
H 1.025 -1.680 0.006
H -1.463 -1.027 -1.482
*
```

Results
gap between HOMO and LUMO: 9.80 eV
E_HOMO: -8.601 eV
lowest unoccupied orbital energy: 1.20 eV
SMILES: C1[C@@H]2[C@H]1[C@@H]1N[C@H]21



Winner for stability: one